{"formula": "LiN3O9", "method": "ωB97M-V with the def2-TZVPD basis set", "elements": ["Li", "N", "O", "O", "O", "N", "O", "O", "O", "N", "O", "O", "O"], "xyz": [[-1.810873, -0.272148, -0.567391], [-0.802319, 3.148671, -0.103668], [-0.858835, 4.177553, 0.603773], [-1.878895, 2.545031, -0.364201], [0.280057, 2.766206, -0.549142], [0.207816, -0.845946, 1.910623], [1.298414, -1.351718, 2.232493], [-0.636783, -0.629870, 2.806473], [0.012546, -0.442537, 0.744344], [1.052218, -2.255314, -1.644396], [1.934019, -1.417457, -1.839913], [1.356084, -3.440508, -1.373728], [-0.153450, -1.981959, -1.855270]], "forces_ev_per_a": [[1.9731, 0.3680, 0.5538], [0.3624, 0.7277, 0.2721], [-0.1552, 0.0356, 0.0442], [-0.3371, -0.8749, -0.2796], [-0.2424, -0.2877, -0.2221], [0.9403, 0.6653, 1.2696], [-0.3216, -0.1222, -0.5341], [-0.7326, -0.2584, -0.2305], [-0.8315, -0.3661, -0.7041], [0.7990, -0.8742, -0.8761], [-0.1212, 0.2417, 0.1858], [-0.1348, 0.1655, 0.3050], [-1.1983, 0.5796, 0.2160]], "lowdin_charge": [0.80, -0.65, -0.10, -0.15, -0.04, -0.63, -0.05, -0.10, -0.12, -0.64, -0.05, -0.10, -0.16], "charge": -2}

=====

{"formula": "C14H12N2O4", "method": "ωB97M-V with the def2-TZVPD basis set", "elements": ["O", "C", "O", "C", "C", "C", "C", "C", "N", "C", "N", "C", "O", "C", "C", "C", "C", "C", "C", "O", "H", "H", "H", "H", "H", "H", "H", "H", "H", "H", "H", "H"], "xyz": [[-2.380480, 0.793825, -1.454975], [-2.541095, 1.379168, -0.410327], [-3.150131, 2.574795, -0.302966], [-1.981727, 0.701171, 0.877779], [-0.917824, -0.375833, 0.657358], [0.392580, 0.257749, 0.097455], [1.441043, -0.876222, -0.014914], [1.722110, -1.392469, -1.255254], [2.488333, -2.520906, -1.328630], [3.069416, -3.095104, -0.192967], [2.937157, -2.598427, 0.994917], [2.074986, -1.549258, 1.145954], [1.783595, -1.235387, 2.292933], [0.788400, 1.454483, 0.926045], [2.083387, 1.964077, 0.951040], [2.422698, 3.141181, 1.670636], [1.448294, 3.841521, 2.371491], [0.136199, 3.365202, 2.338150], [-0.184582, 2.144026, 1.687860], [-1.498968, 1.729770, 1.779596], [-3.368886, 2.813657, -1.194356], [-2.855237, 0.261832, 1.296827], [-1.299573, -1.116479, -0.038885], [-0.696744, -0.895051, 1.610340], [0.181422, 0.629847, -0.914735], [1.270955, -1.005343, -2.136545], [2.485389, -3.018452, -2.196539], [3.764745, -3.940137, -0.243518], [2.893439, 1.415381, 0.506178], [3.430088, 3.463934, 1.658981], [1.672318, 4.742212, 2.938178], [-0.677642, 3.878902, 2.816558]], "forces_ev_per_a": [[-0.5366, 0.5220, -0.2436], [1.4151, -1.0225, -0.0861], [0.6278, -1.0194, 1.2309], [0.9966, 1.8045, -0.0352], [0.2582, 0.4752, -0.1729], [0.1659, -1.1456, 0.4817], [0.2314, 0.2054, -1.5969], [-0.4868, 0.2421, 2.8517], [0.9281, -1.2082, 0.4487], [-0.0738, 1.1932, 0.2581], [0.6538, -1.1621, -1.8878], [-1.6372, 1.3233, 1.6902], [-0.1918, 0.4650, -0.3434], [-0.2109, 0.5372, 0.7429], [0.0302, 1.1209, 1.0831], [-1.1329, -1.2318, -0.5114], [-0.5884, -0.4499, -0.3544], [0.0131, -1.2510, -0.3621], [0.4485, 0.6041, -0.5982], [-0.3188, -0.4026, -0.0326], [-0.3721, 0.3813, -1.0367], [-0.6693, -0.2979, 0.9531], [-0.0186, -0.0365, -0.1417], [-0.1764, 0.4898, -0.3519], [0.0673, -0.2664, 0.0668], [-0.1039, 0.0758, -0.7288], [0.3420, -0.2296, -0.1937], [-0.5273, 0.1495, -0.8265], [0.0978, -0.1645, -0.4164], [0.8507, 0.2841, 0.0712], [0.0360, -0.1368, -0.2067], [-0.1176, 0.1514, 0.2487]], "lowdin_charge": [0.10, -0.43, 0.15, -0.17, -0.06, -0.19, -0.08, -0.02, 0.06, -0.12, 0.15, -0.46, 0.06, -0.11, -0.02, -0.08, -0.09, 0.00, -0.17, 0.00, 0.11, 0.15, 0.12, 0.14, 0.14, 0.13, 0.14, 0.13, 0.11, 0.08, 0.10, 0.11], "smiles": "O=C(O)[C@H]1C[C@H](c2c[nH]cnc2=O)c2ccccc2O1"}

=====

{"formula": "C29H38IN2O2PtSSeSi3", "method": "ωB97M-V with the def2-TZVPD basis set", "elements": ["Pt", "C", "Si", "C", "C", "C", "C", "C", "C", "C", "Si", "C", "C", "H", "H", "H", "H", "H", "H", "H", "H", "H", "H", "H", "H", "H", "H", "H", "H", "O", "S", "O", "N", "C", "C", "C", "C", "C", "C", "C", "C", "N", "C", "C", "C", "C", "C", "C", "C", "H", "H", "H", "H", "H", "H", "H", "H", "H", "H", "H", "C", "Si", "C", "C", "Se", "H", "H", "H", "H", "H", "H", "H", "H", "H", "I", "C", "H", "H"], "xyz": [[-0.325620, -0.418347, 0.251739], [-1.241998, -1.634982, 3.566916], [-0.383593, -0.262826, 2.576651], [-1.111988, 1.335500, 3.259108], [1.376747, -0.232606, 3.239443], [1.678898, -0.244373, 4.606253], [2.988517, -0.151351, 5.046992], [4.020005, -0.057758, 4.117003], [3.731660, -0.058972, 2.761428], [2.409683, -0.141652, 2.301783], [2.019203, -0.040194, 0.426146], [2.727552, 1.656726, 0.044686], [3.169548, -1.378404, -0.236730], [-1.362331, -1.284260, 4.595876], [-0.634505, -2.537873, 3.583811], [-2.232034, -1.904987, 3.186363], [-1.023136, 1.329297, 4.350600], [-2.163822, 1.490213, 3.002631], [-0.555129, 2.179316, 2.863954], [0.877086, -0.318831, 5.336541], [3.211066, -0.146928, 6.108178], [5.048220, 0.022012, 4.453569], [4.549192, 0.009646, 2.050047], [3.804518, 1.641962, 0.237417], [2.266741, 2.404099, 0.689140], [2.556229, 1.936958, -0.993942], [4.201239, -1.077484, -0.028369], [3.066131, -1.529190, -1.310453], [2.991001, -2.323437, 0.268312], [0.078553, 0.254005, -4.282815], [0.541071, -0.361164, -3.063451], [1.662492, 0.266262, -2.415580], [-0.604228, -0.576213, -1.969473], [-1.925515, -0.822065, -2.340532], [-2.357898, -1.118526, -3.624288], [-3.715447, -1.345372, -3.909387], [-4.667187, -1.269132, -2.938401], [-4.286738, -0.972642, -1.614506], [-5.230363, -0.856192, -0.568415], [-4.805198, -0.562963, 0.687170], [-3.425994, -0.407581, 0.922360], [-2.523919, -0.527149, -0.014565], [-2.920711, -0.776814, -1.300837], [1.138805, -1.997114, -3.481055], [2.471458, -2.101505, -3.863765], [3.041957, -3.351845, -4.039546], [2.283330, -4.497253, -3.836089], [0.942732, -4.388698, -3.499320], [0.366933, -3.138487, -3.319418], [-1.630392, -1.146616, -4.418480], [-4.005844, -1.583827, -4.925212], [-5.714301, -1.427514, -3.167143], [-6.285011, -0.978223, -0.785874], [-5.501746, -0.444100, 1.506106], [-3.064939, -0.171263, 1.913585], [3.049769, -1.196273, -3.994232], [4.087582, -3.432010, -4.308778], [2.738969, -5.474853, -3.932367], [0.344409, -5.280662, -3.362529], [-0.676886, -3.048090, -3.048722], [0.545876, 4.373145, 1.894673], [-0.381596, 4.243584, 0.263379], [0.709588, 5.002304, -1.062376], [-1.934231, 5.292610, 0.403450], [-1.008504, 2.170444, -0.318820], [0.791514, 5.413173, 2.132172], [1.476231, 3.804624, 1.855368], [-0.050637, 3.972435, 2.713669], [0.836359, 6.079755, -0.913856], [0.273601, 4.839844, -2.050567], [1.695291, 4.530975, -1.058397], [-1.692716, 6.350154, 0.547701], [-2.548378, 4.955521, 1.241570], [-2.537850, 5.197728, -0.502494], [0.857726, -3.733690, 1.425434], [-0.420175, -2.485753, 0.258394], [-1.425396, -2.744233, 0.579487], [-0.251532, -2.790033, -0.768284]], "forces_ev_per_a": [[-0.2183, 1.3756, -0.3389], [-0.2273, -0.0633, -0.2907], [0.6801, 0.0848, 0.4793], [-0.3461, -0.0382, -0.1284], [0.1036, -0.0530, -0.0629], [-0.0444, 0.0107, -0.0589], [0.0118, -0.0024, -0.0067], [0.0345, -0.0073, -0.0137], [-0.1344, -0.0060, 0.0731], [0.0855, 0.0559, -0.0653], [0.1272, -0.4400, 1.0124], [-0.2530, 0.0518, -0.4410], [-0.1020, 0.0932, -0.3715], [-0.0132, 0.0374, -0.0200], [-0.0294, 0.0038, 0.0177], [0.0076, -0.0095, 0.0587], [0.0346, -0.0480, -0.0142], [0.0357, 0.0620, 0.0011], [-0.0112, -0.0674, -0.0111], [0.0266, 0.0047, 0.0050], [-0.0028, -0.0138, -0.0047], [-0.0137, -0.0231, 0.0070], [0.0032, 0.0181, 0.0109], [-0.0112, -0.0472, 0.0541], [0.0389, -0.0561, -0.0068], [0.0157, 0.0491, 0.0313], [-0.0186, 0.0397, -0.0235], [0.0575, 0.0052, 0.0071], [0.0287, -0.0133, 0.0166], [-0.1057, -0.1256, -0.0559], [0.0977, 0.2366, -0.0139], [0.0241, -0.0458, 0.0597], [-0.5242, -0.2691, -0.2433], [0.3493, 0.0929, 0.0192], [-0.1657, -0.0394, 0.1200], [0.2365, -0.0070, -0.0343], [-0.2800, 0.0010, 0.0031], [0.0958, -0.0114, -0.0092], [0.0848, 0.0336, -0.1233], [-0.0063, 0.0844, 0.2229], [-0.0508, 0.0034, 0.1002], [-0.3245, -0.2350, -0.4654], [0.0196, -0.0086, -0.0737], [0.1354, -0.0827, 0.1543], [-0.0795, 0.0268, -0.0793], [-0.0108, 0.0072, -0.0072], [0.0079, 0.0019, -0.0378], [-0.0265, -0.0224, -0.0348], [-0.0229, 0.0907, -0.0285], [-0.0918, -0.0117, -0.0990], [0.0458, 0.0295, -0.0232], [0.0014, 0.0027, 0.0332], [0.0177, -0.0463, -0.0361], [0.0394, -0.0015, 0.0199], [-0.0389, -0.0227, 0.0141], [0.0530, -0.0296, 0.0749], [-0.0045, -0.0010, -0.0016], [-0.0075, 0.0060, -0.0392], [-0.0006, 0.0127, 0.0404], [0.0253, -0.0523, 0.0780], [-0.0021, 0.0430, 0.0230], [0.3782, -0.1187, 0.2244], [0.0102, 0.0155, -0.0970], [-0.1469, -0.0613, -0.0632], [-0.0260, -0.6128, 0.0702], [-0.0038, -0.0019, -0.0538], [-0.0116, 0.0502, 0.0694], [0.0159, 0.1369, 0.0309], [0.0165, -0.0218, 0.0313], [0.0002, 0.0036, 0.0162], [-0.0224, -0.0035, 0.0040], [0.0321, -0.0250, 0.0081], [0.0221, 0.0065, 0.0002], [0.0135, 0.0206, 0.0090], [0.0445, -0.3014, 0.0352], [0.2978, 0.5242, 0.2198], [0.0130, -0.1442, 0.0067], [0.0099, -0.1306, 0.0156]], "lowdin_charge": [0.78, -0.23, 0.37, -0.21, -0.31, -0.10, -0.11, -0.11, -0.10, -0.30, 0.42, -0.20, -0.21, 0.02, -0.05, 0.01, 0.03, 0.02, -0.02, 0.09, 0.09, 0.09, 0.09, 0.03, -0.01, 0.01, 0.03, 0.00, -0.06, -0.30, 0.57, -0.35, -0.27, -0.27, -0.04, -0.07, -0.07, -0.15, -0.01, -0.04, -0.13, -0.06, -0.15, -0.25, -0.07, -0.08, -0.09, -0.08, -0.07, 0.09, 0.10, 0.10, 0.12, 0.11, 0.07, 0.12, 0.10, 0.10, 0.10, 0.10, -0.22, 0.06, -0.23, -0.25, 0.36, 0.03, 0.01, 0.00, 0.02, 0.02, 0.02, 0.02, 0.02, 0.02, 0.81, -0.80, -0.04, -0.06], "charge": -1}

=====

{"formula": "C5H8O", "method": "ωB97M-V with the def2-TZVPD basis set", "elements": ["C", "C", "C", "C", "C", "O", "H", "H", "H", "H", "H", "H", "H", "H"], "xyz": [[1.700175, 0.209979, -1.338973], [1.119558, 0.023036, -0.184810], [-0.032416, -0.227043, 0.385655], [-0.560069, -1.631864, 0.399131], [-0.941345, 0.951695, 0.631047], [-0.309121, 2.199863, 0.492614], [0.982609, 0.077604, -2.144763], [2.713248, 0.485773, -1.572887], [-0.825182, -2.005124, 1.390883], [0.174508, -2.300524, -0.061641], [-1.462449, -1.647550, -0.229797], [-1.705875, 0.906965, -0.159936], [-1.457557, 0.855564, 1.596577], [0.603913, 2.101632, 0.796905]], "forces_ev_per_a": [[0.1068, 0.0540, -0.0374], [-0.3933, -0.0979, -0.5628], [0.1372, 0.0773, -0.1290], [-0.0729, -0.0911, 0.1458], [-0.2932, -0.2785, 0.1381], [0.1040, 0.0105, 0.1941], [0.3958, 0.2381, -0.4031], [0.2215, -0.1202, 0.1669], [-0.0302, 0.0189, -0.0474], [-0.1698, 0.0878, 0.2203], [0.0915, -0.0413, 0.2015], [-0.0106, -0.0193, 0.2034], [0.0451, 0.0714, -0.0299], [-0.1320, 0.0903, -0.0606]], "lowdin_charge": [0.01, -0.08, -0.30, -0.04, -0.24, -0.06, 0.07, 0.05, 0.08, 0.08, 0.09, 0.13, 0.12, 0.08], "smiles": "C=C=C(C)CO"}

=====

Let's list E_LUMO in order: 4.30, 0.29, 2.18, 0.96 eV.
Let's list HOMO-LUMO gap in order: 6.356, 8.518, 6.828, 10.162 eV.
Let's list relative energy (zero: lowest compared OMol25 entry of this formula, charge and spin) in order: 1.638, 0.637, 1.270, 2.672 eV.